(1)
The following is a quantum chemistry calculation of an isolated molecule of C11H13NO, from OMol25.

Each line ends with the natural charge from an NBO analysis.
Positions of all 26 atoms, in Å:
1 C 2.6596 -0.2242 2.6162  -0.23
2 C 2.4118 1.0989 2.9420  -0.23
3 C 1.9127 -0.8861 1.5624  -0.29
4 C 1.4887 1.7695 2.2137  -0.25
5 C 1.0543 -0.1602 0.8571  -0.12
6 C 0.9614 1.1805 1.0625  0.19
7 C -0.9118 -0.7536 -2.1492  -0.28
8 C -1.8219 -0.7620 -0.9359  -0.27
9 C -0.7590 0.2532 -0.9632  0.34
10 C -1.3358 0.1073 -3.2658  -0.62
11 C -1.8673 -1.7651 0.2235  -0.61
12 N -0.4679 1.5527 -0.9276  -0.30
13 O 0.1565 2.0176 0.2678  -0.36
14 H 3.3084 -0.9676 3.1491  0.22
15 H 2.9492 1.6705 3.6983  0.22
16 H 1.7832 -2.0519 1.6256  0.21
17 H 1.1951 2.7510 2.4833  0.22
18 H -0.1869 -1.7005 -2.2590  0.25
19 H -2.7386 -0.2322 -1.2270  0.22
20 H -2.2617 0.6533 -3.0179  0.22
21 H -1.4548 -0.3892 -4.2577  0.23
22 H -0.5539 0.8788 -3.4864  0.19
23 H -1.0169 -1.4951 0.8622  0.25
24 H -1.8923 -2.7678 -0.1385  0.21
25 H -2.7055 -1.6466 0.8092  0.22
26 H 0.0932 1.8686 -1.7448  0.37

Results
* 2S+1: 1
* LUMO level (spin up / spin down): -0.112 / -0.138 eV
* total charge: 0
* HOMO energy (spin up / spin down): -7.9 / -7.8 eV
* gap between HOMO and LUMO (spin up / spin down): 0.2851 / 0.2819 Ha
* molar mass: 175.23 g mol⁻¹

(2)
The following is a quantum chemistry calculation of an isolated molecule of C11H13NO, from OMol25.

Each line ends with the natural charge from an NBO analysis.
Positions of all 26 atoms, in Å:
1 O -3.6596 -0.0991 1.1295  -0.53
2 C -2.4843 -0.3879 1.0444  0.60
3 C -1.9250 -1.7258 1.3815  -0.51
4 C -1.5293 -2.4558 0.1409  -0.40
5 C -0.3567 -1.5418 -0.2685  -0.22
6 N -0.3453 -0.1336 0.2259  -0.43
7 C 0.7688 0.6023 -0.1996  0.19
8 C 0.8574 1.9875 0.1485  -0.27
9 C 1.9606 2.8048 -0.1012  -0.19
10 C 2.8992 2.1788 -0.9291  -0.25
11 C 2.8347 0.8374 -1.2903  -0.19
12 C 1.8682 -0.0221 -0.8250  -0.29
13 C -1.5238 0.5428 0.4235  -0.32
14 H -1.1075 -1.5293 1.9838  0.22
15 H -2.6910 -2.2565 2.0156  0.23
16 H -2.3521 -2.3747 -0.5410  0.22
17 H -1.2000 -3.5567 0.2985  0.23
18 H 0.6585 -1.9678 -0.1104  0.22
19 H -0.3484 -1.3741 -1.3729  0.18
20 H 0.0066 2.1611 0.8424  0.20
21 H 2.0147 3.8881 -0.0351  0.23
22 H 3.6379 2.7856 -1.4162  0.21
23 H 3.6316 0.4331 -1.9380  0.21
24 H 1.6606 -1.0393 -1.2259  0.22
25 H -1.4301 1.3361 1.1624  0.23
26 H -1.8456 0.9070 -0.5439  0.21

Results
* 2S+1: 1
* LUMO level: 0.698 eV
* SMILES: O=C1CCCN(c2ccccc2)C1
* total charge: 0
* HOMO energy: -7.9 eV
* gap between HOMO and LUMO: 0.3147 Ha
* molar mass: 175.23 g mol⁻¹

Going by the energies, (2) is most stable and the next is 562.7 kJ/mol up.

(1)
The following is a quantum chemistry calculation of a 2-piece molecular cluster, C8H14ClIN2O2 overall, from OMol25.

Each line ends with the natural charge from an NBO analysis.
Positions of all 28 atoms, in Å:
1 C -0.5947 1.1690 -0.2233  0.69
2 C -1.4207 -0.9218 1.1241  0.82
3 C 2.8680 -0.7435 1.6255  -0.64
4 C -0.3755 1.8171 -1.5552  -0.51
5 C 1.4272 -1.2418 1.4817  -0.45
6 C -1.2010 1.1316 -2.6945  -0.42
7 C -0.8118 -0.3430 -2.8027  -0.38
8 C 0.4444 0.0170 1.5427  -0.07
9 N -2.0621 -0.8727 2.3202  -0.83
10 N 0.5190 0.7886 0.3957  -0.69
11 O -1.6408 1.0649 0.3448  -0.60
12 O -1.4513 -1.7124 0.2010  -0.63
13 Cl 0.9387 -0.4175 -3.1738  -0.10
14 I 0.4523 1.0669 3.3765  0.10
15 H 3.0974 -0.4872 0.5929  0.21
16 H 3.5222 -1.5374 1.8954  0.22
17 H 3.0087 -0.0341 2.4520  0.22
18 H 0.7236 1.9248 -1.7491  0.22
19 H -0.5282 2.8769 -1.4950  0.25
20 H 1.1651 -1.7051 0.4938  0.24
21 H 1.1504 -1.9744 2.3359  0.22
22 H -2.2497 1.1061 -2.3778  0.23
23 H -1.2344 1.4353 -3.8224  0.23
24 H -1.4410 -0.7214 -3.5777  0.21
25 H -0.9723 -0.9207 -1.8680  0.25
26 H -1.7985 -0.3519 3.0468  0.40
27 H -2.9146 -1.3417 2.3751  0.39
28 H 1.3798 0.9283 -0.2644  0.41

Results
* 2S+1: 1
* LUMO level: 0.447 eV
* total charge: 0
* HOMO energy: -8.3 eV
* gap between HOMO and LUMO: 0.3227 Ha
* molar mass: 332.57 g mol⁻¹

(2)
The following is a quantum chemistry calculation of an isolated molecule of C8H14ClIN2O2, from OMol25.

Each line ends with the natural charge from an NBO analysis.
Positions of all 28 atoms, in Å:
1 C 0.5352 -0.6567 -0.6481  0.30
2 C 2.5317 0.0586 -0.1008  0.87
3 C -1.7495 0.0896 3.3051  -0.60
4 C -0.0338 -1.2688 -1.8324  -0.48
5 C -0.7734 0.9121 2.5290  -0.45
6 C -0.1359 -0.3096 -3.0210  -0.41
7 C -0.4359 1.1200 -2.5736  -0.39
8 C 0.2373 0.1701 1.6130  -0.05
9 N 3.8264 -0.2390 0.1996  -0.85
10 N -0.2000 -0.2137 0.3984  -0.51
11 O 1.8573 -1.0303 -0.4006  -0.49
12 O 2.1194 1.2193 0.0149  -0.64
13 Cl -2.0207 1.0932 -1.8017  -0.08
14 I 1.7109 -0.8329 2.7102  0.13
15 H -2.3522 -0.5325 2.6580  0.19
16 H -2.3430 0.6722 3.8486  0.20
17 H -1.2980 -0.5844 3.9747  0.21
18 H -1.1866 -1.3212 -1.6128  0.22
19 H 0.3631 -2.3273 -2.1414  0.24
20 H -1.5003 1.4896 1.9019  0.21
21 H -0.0877 1.4506 3.3034  0.23
22 H 0.7906 -0.2715 -3.7750  0.21
23 H -0.9919 -0.5487 -3.7619  0.22
24 H -0.4233 1.7967 -3.3937  0.22
25 H 0.2280 1.5455 -1.8175  0.25
26 H 4.3438 -0.8846 -0.4465  0.39
27 H 4.4635 0.5646 0.4594  0.41
28 H -1.1462 0.0898 0.0870  0.44

Results
* 2S+1: 1
* LUMO level (spin up / spin down): 0.493 / 0.442 eV
* total charge: 0
* HOMO energy (spin up / spin down): -6.5 / -6.4 eV
* gap between HOMO and LUMO (spin up / spin down): 0.2571 / 0.2527 Ha
* molar mass: 332.57 g mol⁻¹

Going by the energies, (1) is most stable and the next is 132.7 kJ/mol up.

(1)
The following is a quantum chemistry calculation of a 2-piece molecular cluster, C2H7O2PS overall, from OMol25.

Each line ends with the natural charge from an NBO analysis.
Positions of all 13 atoms, in Å:
1 C -2.9558 -0.1387 -0.3264  -0.81
2 C 2.6944 -0.9147 -0.3479  -0.80
3 O 2.9089 0.8695 1.5132  -0.93
4 O 0.6620 0.6811 0.0644  -0.96
5 P -3.6829 1.0766 0.5625  0.44
6 S 2.4070 0.9010 0.1691  1.46
7 H 0.0776 1.0291 0.6682  0.49
8 H -3.4945 -0.7786 -1.0914  0.22
9 H -1.8697 -0.2675 -0.5307  0.23
10 H 3.0554 -0.7637 -1.3659  0.22
11 H 3.4825 -1.1738 0.4181  0.25
12 H 1.6664 -1.2973 -0.1493  0.26
13 H -4.9512 0.7771 0.4162  -0.07

Results
* 2S+1: 1
* LUMO level: 0.059 eV
* total charge: 0
* HOMO energy: -9.5 eV
* gap between HOMO and LUMO: 0.3506 Ha
* molar mass: 126.12 g mol⁻¹

(2)
The following is a quantum chemistry calculation of a 2-piece molecular cluster, C2H7O2PS overall, from OMol25.

Each line ends with the natural charge from an NBO analysis.
Positions of all 13 atoms, in Å:
1 C -1.0275 1.7636 0.3572  -0.28
2 C 0.0996 -2.1364 0.0456  -0.22
3 O 0.3596 1.6804 0.6355  -0.80
4 O 0.2490 -0.8011 0.4336  -0.85
5 P 1.1207 0.4853 -0.0987  1.62
6 S 3.0971 0.3223 0.0509  -0.50
7 H -1.2171 2.8038 0.3226  0.21
8 H -1.6961 0.9907 0.8567  0.21
9 H -1.2097 1.4748 -0.6644  0.19
10 H 1.0144 -2.5705 -0.0861  0.19
11 H -0.6796 -2.1872 -0.7347  0.18
12 H -0.3184 -2.6051 0.8378  0.19
13 H 0.2080 0.7794 -1.9560  -0.14

Results
* 2S+1: 1
* LUMO level: -0.210 eV
* total charge: 0
* HOMO energy: -9.1 eV
* gap between HOMO and LUMO: 0.3283 Ha
* molar mass: 126.12 g mol⁻¹

Going by the energies, (2) is most stable and the next is 157.1 kJ/mol up.

(1)
The following is a quantum chemistry calculation of an isolated molecule of C5H5N3, from OMol25.

Each line ends with the natural charge from an NBO analysis.
Positions of all 13 atoms, in Å:
1 C -1.0784 1.0034 0.1955  -0.06
2 C -1.3847 -1.1436 0.0682  -0.05
3 C -0.4052 -0.2114 0.3823  -0.25
4 C 0.9652 -0.4381 0.7537  0.23
5 C 3.1675 0.2832 -0.2003  -0.31
6 N -2.3698 0.8626 -0.1437  -0.25
7 N 1.9798 -0.1326 0.1719  -0.24
8 N -2.5448 -0.4524 -0.2096  -0.33
9 H -0.6584 2.0401 0.3169  0.21
10 H -1.2003 -2.2448 0.0271  0.23
11 H 3.6889 -0.2611 -1.0020  0.20
12 H 3.3458 1.3325 -0.0994  0.20
13 H -3.5057 -0.6379 -0.2607  0.42

Results
* 2S+1: 1
* LUMO level: 0.781 eV
* total charge: 0
* HOMO energy: -7.7 eV
* gap between HOMO and LUMO: 0.3107 Ha
* molar mass: 107.12 g mol⁻¹

(2)
The following is a quantum chemistry calculation of an isolated molecule of C5H5N3, from OMol25.

Each line ends with the natural charge from an NBO analysis.
Positions of all 13 atoms, in Å:
1 C 1.7753 -0.2575 0.6003  -0.31
2 C 0.5732 -0.1101 -0.0631  -0.17
3 C 0.1345 1.2575 -0.5792  0.11
4 N -1.1358 1.4112 -0.3377  -0.41
5 C -1.8112 0.5452 0.5065  0.22
6 N -2.0941 -0.7032 0.3484  -0.29
7 N -1.2881 -1.5736 -0.4026  -0.21
8 C -0.0820 -1.3156 -0.5475  0.03
9 H 2.2680 -1.1545 0.8179  0.20
10 H 2.5376 0.6380 0.6524  0.20
11 H 0.5930 1.9967 -1.3294  0.23
12 H -2.1515 1.2692 1.2139  0.20
13 H 0.6811 -2.0032 -0.8799  0.20

Results
* 2S+1: 1
* LUMO level: -0.191 eV
* SMILES: C=C1C=NC=NN=C1
* total charge: 0
* HOMO energy: -9.6 eV
* gap between HOMO and LUMO: 0.3452 Ha
* molar mass: 107.12 g mol⁻¹

Going by the energies, (1) is most stable and the next is 106.2 kJ/mol up.